Record 1
The following is a quantum chemistry calculation of a molecular structure, C16H32N3O3PtSSi2, from OMol25.

The geometry in ORCA input format:
```
! wB97M-V def2-TZVPD RIJCOSX def2/J DEFGRID3
* xyz -1 3
Pt -0.03798 0.31198 0.06427
S 0.82728 -0.27471 3.30836
Si -2.98427 1.38173 -0.71294
Si 1.10973 -3.06075 -0.32066
O 1.24765 4.26303 1.51547
O 2.15638 -0.85138 2.90847
O -0.03386 2.71234 0.51561
N 2.01184 0.85596 0.48131
N -2.04357 -0.02331 -0.22136
N -0.20617 -1.97471 -0.05284
C -2.47899 -1.25301 0.09199
C -3.26364 -3.89009 0.71284
C -0.31627 -1.64662 3.37902
C -1.94146 -3.62203 0.46052
C -1.98428 2.38257 -1.92878
C 0.70706 -4.29755 -1.68838
C -4.56146 0.89225 -1.63660
C -1.48027 -2.30954 0.15658
C -4.21958 -2.85886 0.68164
C -3.83130 -1.57882 0.37726
C 1.02379 3.13706 1.05469
C 2.19906 2.14592 1.17649
C 1.61715 -3.99741 1.23243
C 0.96208 -0.01950 5.08733
C -3.39088 2.38021 0.81095
C 2.60244 -2.08173 -0.88528
H -2.58700 3.21073 -2.31611
H 1.67205 0.79250 5.23536
H -1.10417 2.79372 -1.43904
H -1.66766 1.75799 -2.76629
H 0.81326 -4.62139 1.63052
H -3.94587 1.78129 1.53885
H 2.30624 -1.33136 -1.62105
H 1.32860 -0.93102 5.55951
H 3.33306 -2.75024 -1.35056
H -4.34780 0.10191 -2.36113
H -5.38134 0.55107 -1.00538
H -1.28246 -1.29068 3.73858
H 0.09294 -2.42000 4.02996
H -5.25599 -3.07384 0.91166
H 2.42650 0.11572 1.04272
H -1.21539 -4.42452 0.51958
H 1.91816 -3.28536 2.00559
H 0.49431 -3.76573 -2.61904
H 2.47477 -4.64435 1.02319
H -3.98811 3.26185 0.56213
H -4.55639 -0.77800 0.39017
H -0.00977 0.26845 5.48814
H 2.46895 0.86287 -0.42249
H 2.32780 1.93997 2.24027
H -2.45438 2.71554 1.26358
H -0.42190 -2.00794 2.35945
H -4.91579 1.76391 -2.19462
H 3.09324 -1.58306 -0.04743
H -0.16247 -4.91389 -1.45681
H 3.10820 2.64989 0.84489
H -3.56870 -4.90145 0.95624
H 1.55585 -4.96421 -1.86695
*
```

Results
* gap between HOMO and LUMO (alpha / beta): 5.3 / 6.4 eV
* relative energy (zero: lowest compared OMol25 entry of this formula, charge and spin): 0.00 kJ/mol
* E_tot: -2115.4934 hartree
* HOMO level (alpha / beta): -2.8 / -4.4 eV
* ⟨S²⟩: 2.027

---

Record 2
The following is a quantum chemistry calculation of 3 unconnected molecules or ions with the total composition C16H33BNO12S2, from OMol25.

The geometry in ORCA input format:
```
! wB97M-V def2-TZVPD RIJCOSX def2/J DEFGRID3
* xyz 1 1
S -6.00717 2.47218 1.59742
S 5.87929 -5.05602 -1.83338
O 5.99243 -5.85703 -0.46125
O -6.28998 3.83043 1.87758
O -5.96288 2.29261 0.00783
O 1.25040 -3.22701 0.15830
O 5.55427 -5.97147 -2.86183
O 4.57767 -4.20037 -1.43649
O -1.82778 4.93306 -2.95579
O -1.79613 -0.25937 -0.86801
O 2.85876 -1.49854 0.40203
O -7.28825 1.57218 1.85310
O -4.87651 1.82838 2.17088
O 6.95754 -4.14589 -1.96686
N 0.57167 0.45214 0.75371
C -2.60130 2.02001 -0.76270
C 5.20440 -5.22263 0.55627
C 2.02304 1.24127 2.58435
C 0.46956 -0.76255 -0.14903
C -2.60035 2.89259 -2.01827
C 3.64496 -0.76387 -0.55815
C 4.01384 -4.67456 -0.20533
C 4.96627 -0.36443 0.05715
C -1.39198 1.09280 -0.64517
C -0.73535 1.21599 0.71760
C -0.97509 -1.21918 -0.22522
C -6.89457 1.28116 -0.41480
C 1.02087 0.19875 2.17002
C -7.99867 1.35203 0.62120
C -1.48205 3.92655 -2.02459
C 1.68694 2.47690 2.91339
B 1.57763 -1.88868 0.14181
H 3.53067 -3.84180 0.29489
H 0.15047 0.23391 2.82508
H 5.79616 -4.42637 1.01178
H -7.23423 1.51409 -1.41964
H 0.71431 -0.39693 -1.15719
H 3.10136 0.12691 -0.90215
H 1.22396 -3.57881 -0.74434
H -3.51593 1.43373 -0.69801
H -8.67111 2.19223 0.44573
H 3.28817 -5.46028 -0.42546
H 5.63839 -1.21579 0.15116
H -0.53818 2.25938 0.96276
H 0.65883 2.77105 3.09417
H 2.45193 3.22978 3.04651
H -2.58813 2.69158 0.10447
H 5.44696 0.37647 -0.58451
H 4.93434 -5.95760 1.30812
H -3.54932 3.42514 -2.09174
H -8.56775 0.43172 0.70645
H -1.02961 5.32112 -3.33577
H -1.35956 -1.44740 0.77857
H -1.33970 4.34909 -1.01880
H 4.81164 0.10093 1.03208
H -6.39236 0.31238 -0.40509
H 3.81419 -1.39700 -1.43309
H -1.02195 -2.14742 -0.79301
H -2.48624 2.25209 -2.89785
H -0.53002 3.45987 -2.31365
H 1.46728 -0.78778 2.23823
H 3.06377 0.93772 2.59932
H 1.25381 1.09615 0.35085
H -1.39672 0.81655 1.48725
H -0.64686 1.35781 -1.41290
*
```

Results
* gap between HOMO and LUMO: 10.1 eV
* E_tot: -2408.0597 hartree
* HOMO level: -12.8 eV

---

Record 3
The following is a quantum chemistry calculation of a molecular structure, C16H33Br12FP, from OMol25.

The geometry in ORCA input format:
```
! wB97M-V def2-TZVPD RIJCOSX def2/J DEFGRID3
* xyz -1 1
Br -5.51787 -6.01846 3.64206
Br -4.17029 -3.27738 -2.70707
Br -8.39933 0.49758 -3.77726
Br -7.68547 3.57270 -4.24232
Br -9.47114 2.02077 -6.36111
Br -5.21339 -3.65089 0.27431
Br -4.19436 -3.12455 3.68461
Br -3.71904 0.08820 0.16612
Br -2.98937 -5.45103 5.48676
Br -4.54701 2.81187 1.57515
Br -5.47122 2.22359 -1.41617
Br -6.84850 -1.85577 -1.75434
P 0.28195 -1.04385 1.00925
F -0.03580 -0.05528 2.41577
C 0.54421 0.53220 -0.03652
C -5.71113 -3.39902 -1.56455
C -0.25012 1.75934 0.39755
C 4.56779 1.39995 -0.85764
C -8.98356 2.17503 -4.50511
C -3.88650 -5.01060 3.84312
C 4.68452 3.46290 2.02958
C 4.38519 -0.05570 -1.29349
C 3.21486 -2.23552 -0.62793
C 3.91845 -0.96915 -0.16460
C 5.37772 1.60670 0.40805
C 0.62174 -2.20734 -0.47588
C 1.86992 -2.02822 -1.33980
C -5.05454 1.45690 0.30670
C 5.51184 3.09169 0.80302
C 3.18339 3.45431 1.77233
H 1.66497 -1.09579 1.45118
H -1.15684 -0.94405 0.67462
H 3.90018 -2.75069 -1.30992
H 2.84225 2.48428 1.41798
H 4.90855 1.08634 1.24390
H 4.90547 2.74885 2.82572
H 1.82075 -2.76415 -2.14906
H 3.58360 1.85703 -0.74258
H 5.21397 3.71846 -0.03768
H -6.28074 -4.26061 -1.87733
H -3.23203 -5.29894 3.03374
H -9.87263 2.45842 -3.96263
H 2.92717 4.19777 1.01654
H -5.96284 1.00103 0.67164
H 4.99052 4.44177 2.40283
H 1.60189 0.79437 -0.14305
H -0.25909 -2.15650 -1.12155
H 6.36370 1.15352 0.29208
H 2.62435 3.69706 2.67301
H 5.32269 -0.41386 -1.72619
H 3.07152 -2.90359 0.22125
H 0.64810 -3.22667 -0.07907
H 5.06313 1.94696 -1.66539
H 4.79648 -1.25353 0.42198
H 6.55642 3.29488 1.04138
H 1.86790 -1.05852 -1.83762
H 3.64778 -0.05652 -2.09578
H -1.30530 1.49800 0.47766
H -0.16222 2.55067 -0.35605
H 3.27616 -0.40473 0.50795
H 0.20189 0.26641 -1.04349
H -0.01533 -2.19648 1.86120
H 0.08750 2.16916 1.34478
*
```

Results
* gap between HOMO and LUMO: 4.9 eV
* E_tot: -31958.7590 hartree
* HOMO level: -3.6 eV

---

Record 4
The following is a quantum chemistry calculation of a molecular structure, C16H33Br2NNbO3, from OMol25.

The geometry in ORCA input format:
```
! wB97M-V def2-TZVPD RIJCOSX def2/J DEFGRID3
* xyz -1 1
Nb -0.94325 -1.48976 0.79908
Br 1.70484 -3.86695 0.17321
Br 1.95810 -4.74424 3.52204
O 3.29732 1.70264 -0.56282
O -1.01495 5.09141 -0.88511
O -0.64987 -2.15949 -1.17957
N -4.28006 -4.88553 0.15565
C -2.79057 -2.84687 1.11889
C 0.95601 -3.04441 3.04103
C -1.32328 2.09924 -1.77420
C 0.16928 4.76264 -0.17392
C 4.12446 0.87940 -2.66473
C 0.14723 1.37698 -1.62522
C -4.92238 -3.65413 2.63677
C -5.06587 -4.71745 1.41143
C 1.97340 -1.75092 3.04465
C -3.12691 -3.95620 -0.02037
C 0.32243 -3.28993 1.54631
C -3.64893 -2.57577 2.51317
C 4.22522 1.95863 -1.60674
C -0.92937 -1.11258 -2.17462
C 0.29369 -0.04951 -2.42805
C 0.70184 5.98836 0.53897
H -1.97048 -0.12199 0.21094
H -0.40900 -4.22810 1.64480
H 3.99467 2.93822 -2.03599
H -1.90156 1.53510 -2.63082
H -1.09675 -1.67762 -3.21250
H -0.07241 3.97556 0.54656
H 0.57056 -0.49444 0.71585
H 2.87759 -2.01707 3.77408
H 2.35986 -1.60017 1.92907
H 4.33294 -0.10557 -2.23441
H -2.44113 -4.05630 -0.97702
H -1.96577 -0.61302 -1.92256
H 0.06693 -2.92775 3.82096
H -1.86892 2.05807 -0.73016
H 4.83034 1.06461 -3.47920
H 3.11108 0.83851 -3.07744
H -5.64403 -3.65305 3.58338
H 0.92433 6.78660 -0.17666
H -1.15040 -0.88429 2.52378
H -0.78775 5.78500 -1.52802
H -0.04535 6.38381 1.23487
H 1.61244 5.75068 1.09598
H 0.93116 2.13520 -2.11051
H -5.96167 -5.49815 1.54838
H 0.39422 1.32700 -0.48181
H -3.39181 -1.76793 3.31868
H 1.37592 -0.50146 -2.25535
H -1.12977 3.23932 -2.05228
H 0.25805 0.22428 -3.58935
H 0.90580 4.36896 -0.88097
H 1.36454 -0.81112 3.38468
H 5.23212 1.99711 -1.18011
H 3.51591 0.83444 -0.18273
*
```

Results
* gap between HOMO and LUMO: 6.8 eV
* E_tot: -6114.4262 hartree
* HOMO level: -5.1 eV